The following is a DFT calculation (the ωB97M-V functional and the def2-TZVPD basis) of 15 unconnected molecules or ions with the total composition C16H34BCl28FN2O3S.

```
86
Properties=species:S:1:pos:R:3
C 2.017 -3.683 -3.785
C 2.013 -2.852 -4.846
N 1.113 -1.721 -4.879
B -0.234 -2.072 -4.270
N -1.120 -2.935 -5.025
O -0.617 -1.536 -3.073
S 1.873 -0.338 -4.414
O 1.847 -0.098 -3.004
O 3.097 -0.215 -5.161
F 0.818 0.660 -5.054
H 2.238 -4.729 -3.951
H 1.818 -3.371 -2.765
H 2.671 -2.983 -5.698
H -1.871 -2.392 -5.441
H -0.621 -3.347 -5.806
H -0.192 -1.906 -2.298
C 0.401 -0.078 0.935
Cl 0.437 -1.535 -0.070
Cl -0.637 1.184 0.272
H 0.030 -0.358 1.915
H 1.411 0.309 1.006
C -2.138 -0.080 4.639
Cl -0.433 0.228 4.263
Cl -2.845 1.189 5.636
H -2.682 -0.119 3.705
H -2.205 -1.022 5.170
C 5.542 -4.699 -2.458
Cl 4.930 -3.038 -2.320
Cl 4.710 -5.662 -3.688
H 6.589 -4.648 -2.727
H 5.414 -5.188 -1.501
C 8.108 -4.991 0.823
Cl 7.195 -6.508 0.734
Cl 7.216 -3.644 0.109
H 8.298 -4.763 1.866
H 9.039 -5.120 0.284
C -2.790 4.547 -0.114
Cl -3.008 5.143 1.538
Cl -4.234 4.785 -1.106
H -1.970 5.089 -0.564
H -2.579 3.486 -0.074
C 7.413 0.227 -1.527
Cl 8.917 -0.419 -2.198
Cl 7.224 -0.170 0.185
H 7.426 1.305 -1.631
H 6.583 -0.206 -2.072
C -4.862 0.559 1.079
Cl -4.679 -1.095 1.686
Cl -3.622 1.645 1.713
H -4.774 0.537 0.000
H -5.833 0.930 1.385
C -2.019 2.814 -3.814
Cl -2.585 1.584 -2.675
Cl -0.878 3.942 -3.074
H -1.510 2.310 -4.625
H -2.877 3.369 -4.172
C -3.877 6.193 5.104
Cl -4.448 4.879 6.143
Cl -2.936 7.391 6.006
H -3.245 5.772 4.333
H -4.735 6.686 4.672
C -7.268 2.151 6.501
Cl -7.075 0.756 5.434
Cl -8.368 3.366 5.844
H -7.668 1.804 7.445
H -6.296 2.611 6.637
C -4.755 9.817 3.845
Cl -4.334 8.514 2.722
Cl -4.266 11.403 3.244
H -5.830 9.816 3.978
H -4.246 9.629 4.783
C 5.350 -4.401 3.321
Cl 5.690 -5.968 4.068
Cl 6.107 -3.060 4.188
H 5.734 -4.410 2.309
H 4.277 -4.249 3.317
C 2.084 -5.020 1.348
Cl 2.251 -4.410 -0.304
Cl 2.147 -3.733 2.559
H 1.129 -5.524 1.429
H 2.901 -5.704 1.539
C -4.237 -0.544 -5.766
Cl -3.855 -1.881 -6.864
Cl -3.852 1.023 -6.487
H -5.298 -0.573 -5.553
H -3.655 -0.658 -4.857
```

Properties
Maximum force   1.5 eV/A
DFT total energy   -14373.5769 a.u.
E_HOMO   -9.70 eV